{"formula": "C31H63N3O7", "method": "wB97M-V/def2-TZVPD", "e_homo_ev": -0.69, "orbital_gap_ev": 4.626, "charge": -2, "e_tot_ha": -1909.623856, "symbols": ["H", "H", "C", "H", "H", "H", "H", "H", "H", "H", "C", "H", "C", "H", "H", "C", "H", "H", "H", "H", "H", "H", "C", "C", "H", "H", "H", "H", "O", "H", "O", "C", "H", "O", "H", "H", "C", "H", "H", "C", "H", "C", "H", "H", "C", "O", "C", "N", "C", "C", "C", "H", "C", "H", "C", "H", "H", "H", "H", "H", "H", "C", "O", "C", "C", "H", "C", "H", "C", "H", "C", "H", "C", "C", "H", "H", "H", "H", "C", "H", "H", "H", "O", "N", "C", "H", "H", "H", "H", "H", "N", "C", "H", "C", "H", "H", "O", "H", "H", "H", "H", "C", "H", "C"], "positions_angstrom": [[0.303, 0.585, -1.119], [-0.183, -4.130, -2.860], [-0.893, 2.959, -0.221], [0.198, 5.796, 0.161], [-1.703, 1.068, -0.398], [0.974, -2.004, 7.956], [2.877, 1.590, -1.718], [-4.896, -1.952, -0.795], [-0.832, 0.171, 2.788], [2.456, 1.256, 3.958], [1.700, 4.313, 0.293], [0.318, -3.183, -7.224], [-0.643, -2.853, -4.622], [-0.283, -1.980, 6.771], [-2.477, -2.649, -0.764], [0.633, -1.469, 7.070], [2.158, 1.299, 6.981], [0.271, 1.006, -4.712], [-1.869, -1.211, -1.480], [-1.600, 0.276, -3.339], [0.398, 1.446, 2.562], [2.364, 0.091, -4.738], [-0.848, -0.450, -3.647], [2.145, -2.995, 5.954], [1.334, 2.149, 4.913], [-2.106, -2.277, -3.269], [1.382, 0.520, -7.048], [0.553, 5.302, 1.853], [0.427, -2.173, 4.051], [0.775, -0.176, 2.235], [-4.074, -2.771, 2.201], [-1.653, 3.588, -1.344], [2.054, -1.090, -7.513], [-4.966, -4.223, 0.943], [-2.432, -4.171, -4.405], [3.576, 1.394, 5.968], [1.598, 3.368, -0.998], [-0.589, 3.302, 1.886], [3.732, 2.900, -1.485], [-0.718, -1.891, 0.302], [2.711, -1.693, -4.988], [-0.663, 0.654, 5.307], [-2.062, -3.471, -5.985], [-2.254, 4.372, -0.883], [1.541, 4.075, -2.423], [0.766, -3.338, -6.389], [-0.197, 0.065, -5.000], [0.447, 2.431, -0.714], [2.844, 2.447, -1.045], [1.798, 1.166, 4.823], [1.173, -0.542, -7.180], [-2.247, -1.503, -4.856], [2.614, 0.894, 6.078], [-1.054, -4.810, -5.132], [0.420, 4.961, 0.826], [2.839, -3.235, 6.759], [3.768, -0.990, 5.780], [-0.367, -2.124, 4.587], [0.975, 5.006, -2.402], [-1.573, 1.310, 1.185], [1.870, 3.645, 1.137], [2.001, -0.934, -4.660], [-0.827, -2.689, 1.261], [-1.841, 1.891, 0.303], [-2.012, -1.695, -0.514], [3.329, -0.629, 7.312], [-5.234, -1.858, 0.238], [-0.869, 4.004, -1.977], [1.659, -1.522, 5.994], [2.650, 4.847, 0.313], [0.321, -3.384, -3.474], [-2.765, -1.185, 0.086], [2.903, -0.594, 6.310], [-0.659, 3.885, 0.968], [-0.987, 0.212, -5.737], [-0.251, -0.607, -2.749], [1.501, -3.864, 5.815], [1.176, -3.923, -3.882], [-1.623, -3.881, -5.076], [2.513, 4.318, -2.852], [0.533, -0.473, 7.502], [-1.626, 4.388, 0.993], [0.327, -1.404, -0.075], [1.057, -1.176, 4.678], [-1.553, -1.771, -4.060], [1.786, -1.203, -3.626], [-6.323, -1.867, 0.269], [-0.354, 1.295, 6.133], [2.764, -3.216, 5.084], [-2.866, 2.248, 0.200], [0.234, -2.327, -5.659], [0.816, -0.976, -5.724], [0.376, -2.569, -2.752], [0.214, 0.440, 2.939], [0.328, -0.712, -7.848], [-1.064, -0.301, 5.645], [0.335, 1.401, -1.623], [1.126, 3.393, -3.165], [-2.245, 2.908, -1.958], [-1.337, 1.166, 4.619], [-5.155, -0.828, 0.586], [-4.793, -3.033, 1.156], [3.093, 2.003, -0.081], [0.535, 0.168, 4.457]], "forces_ev_per_a": [[0.3, -1.0, 0.8], [-0.4, -0.3, 0.0], [1.2, -1.2, 0.3], [-0.8, 0.1, 0.2], [-0.7, -0.1, -0.5], [0.2, -0.5, 0.0], [-1.4, -0.2, -0.1], [0.0, -0.1, 0.1], [0.0, 0.0, -0.2], [0.0, -0.4, -0.1], [0.2, -1.9, 0.3], [0.2, -0.7, -0.4], [1.4, 1.0, 2.6], [-0.2, 0.4, 0.0], [0.2, -0.3, 0.4], [0.0, 0.1, 2.0], [-0.3, 0.1, 0.0], [0.4, 0.1, -0.7], [0.1, 0.5, 0.2], [0.0, 0.1, -0.1], [-0.1, 0.4, 0.7], [0.7, -0.1, 0.3], [-0.7, -1.2, -1.7], [1.5, -0.6, -1.2], [0.0, 0.2, 0.0], [0.0, 0.4, 0.2], [0.2, 0.1, -0.6], [0.4, 0.6, -0.2], [-1.6, -0.9, 0.4], [0.1, -0.4, 0.3], [-1.5, 2.1, -1.1], [0.7, 1.2, -0.7], [0.0, 0.1, -0.2], [-2.3, -1.7, -2.8], [0.1, 0.8, 0.4], [0.1, 0.2, 0.1], [-0.3, -0.9, -0.1], [0.5, 0.1, -0.1], [0.2, 1.0, 0.6], [-2.8, -3.4, 1.7], [0.6, 0.3, -0.1], [0.4, -1.1, -0.7], [-0.1, -0.7, -0.4], [-0.4, 0.1, -0.6], [-0.2, 0.0, 0.7], [1.5, -0.6, -1.5], [0.0, -1.4, 0.4], [0.0, 1.0, 2.4], [0.9, -0.3, 0.0], [-1.4, -0.4, -0.6], [0.0, -0.3, 2.1], [-0.3, -0.1, -0.1], [0.1, -0.7, -0.5], [-0.2, -0.3, -1.1], [0.5, -0.2, -0.7], [-0.3, 0.3, 0.6], [-0.2, 0.3, -0.9], [-1.5, -1.5, -0.9], [-0.2, 0.0, -0.1], [-0.2, 0.9, 0.6], [0.4, -0.9, -0.3], [0.3, 0.0, -2.1], [-0.1, 0.6, -0.3], [1.0, -1.9, -1.1], [-0.3, 0.1, -0.2], [-0.8, -0.6, 0.6], [-1.5, -0.3, 0.3], [-0.6, 0.5, -0.4], [0.6, -0.9, -0.4], [-0.3, 0.8, -0.5], [-2.4, -0.4, 0.0], [0.1, 0.1, 0.0], [-0.4, -0.3, -0.4], [-0.7, 1.0, -1.2], [-0.4, 0.4, 0.2], [0.6, 0.1, -0.5], [-1.1, 0.6, 0.6], [0.4, 0.8, 0.1], [0.6, -1.3, -0.8], [0.3, 0.1, 0.5], [-0.8, 0.2, -0.5], [-0.1, 0.2, 0.7], [3.2, 3.0, -2.0], [3.9, 2.9, 0.6], [0.5, 1.0, 0.4], [-0.7, 0.3, -0.3], [-0.5, -0.7, -0.6], [-0.2, -0.2, 0.1], [0.3, 0.8, -0.4], [0.0, -0.2, 0.6], [-3.2, 2.0, 0.1], [-0.4, -0.2, 3.7], [1.3, -0.1, -0.1], [0.1, -1.2, 0.4], [0.0, 0.1, 0.0], [-0.9, 0.6, 0.4], [-0.4, 0.7, -1.5], [-0.4, -0.1, 0.2], [0.0, -0.1, 0.3], [-0.3, 0.0, 0.5], [1.3, -0.1, 0.4], [3.9, 0.9, 3.9], [-0.1, 0.3, 0.2], [2.9, 2.5, -0.5]]}